Below is a 2-piece molecular cluster, C5H17N2O overall in a non-equilibrium geometry, with properties calculated with the ωB97M-V functional and the def2-TZVPD basis.

For the calculated total energy, the calculation gives -385.22276 Ha. The charge is +1. The value obtained for the orbital gap is 10.84 eV. Its HOMO energy is -13.62 eV. The calculation puts the lowest unoccupied orbital energy at -0.1023 Eh. As for the energy above the lowest of the compared OMol25 structures with the same formula, charge and spin: 11.28 kcal/mol.

Geometry (Å):
C -0.4047 -2.6161 -0.7960
C 0.0082 -1.2953 -0.2264
C -0.8068 -0.8861 1.0107
C -0.0198 0.0234 1.9151
C -0.6236 2.3176 1.3082
N 0.3642 1.2425 1.1528
N -0.0366 -0.1448 -1.1980
H -1.4357 -2.7516 -1.1474
H -0.0827 -3.3777 -0.0952
H 0.1079 -2.8922 -1.7364
H 1.0607 -1.2508 0.0671
H -1.2233 -1.7631 1.5021
H -1.7261 -0.3996 0.6657
H -0.5761 0.3445 2.7991
H 0.8870 -0.4617 2.2751
H -0.4821 2.9451 2.1860
H -0.5491 3.0094 0.4549
H -1.6263 1.9177 1.2095
H 1.2330 1.5594 1.5931
H 0.2587 0.6304 -0.5289
H -0.9232 0.1213 -1.6262
H 0.6871 -0.2546 -1.9133
H 1.6522 2.0190 -3.1418
H 2.5824 0.8998 -2.7166
O 1.6747 1.0636 -3.0130


Below is a 3-piece molecular cluster, C5H17N2O overall in a non-equilibrium geometry, with properties calculated with the ωB97M-V functional and the def2-TZVPD basis.

For the calculated total energy, the calculation gives -385.02174 Ha. The charge is +1. The value obtained for the orbital gap is 5.32 eV. Its HOMO energy is -13.71 eV. The calculation puts the lowest unoccupied orbital energy at -0.3081 Eh. As for the energy above the lowest of the compared OMol25 structures with the same formula, charge and spin: 137.42 kcal/mol.

Geometry (Å):
C -0.2028 -0.1398 -1.6496
N -0.8646 0.8997 -0.9738
C -0.8387 2.2327 -1.4696
C -0.2669 -1.3744 -0.7621
N 0.2621 -0.9025 0.4355
C -0.8804 0.2849 4.7946
C 0.5456 -2.5585 -1.3532
H -0.5614 -0.2283 -2.6766
H 0.8915 0.0744 -1.6823
H -1.0172 0.7550 0.0295
H -1.1261 2.2727 -2.5165
H 0.1682 2.6634 -1.3995
H -1.5214 2.8415 -0.8832
H -1.3105 -1.7235 -0.6598
H 0.1008 -1.6391 1.1407
H -1.5801 -0.0828 4.0449
H -0.3819 -0.5383 5.3059
H -1.4159 0.8747 5.5414
H -0.1330 0.9092 4.3224
H -0.0653 -3.0167 -2.1313
H 0.6656 -3.3153 -0.5757
H 1.4987 -2.2492 -1.7705
H 2.8962 1.3949 0.2053
H 1.6167 0.3758 0.2217
O 2.0252 1.1797 -0.1409


Below is a 2-piece molecular cluster, C5H17N2O overall in a non-equilibrium geometry, with properties calculated with the ωB97M-V functional and the def2-TZVPD basis.

For the calculated total energy, the calculation gives -385.14422 Ha. The charge is +1. The value obtained for the orbital gap is 8.77 eV. Its HOMO energy is -11.81 eV. The calculation puts the lowest unoccupied orbital energy at -0.1118 Eh. As for the energy above the lowest of the compared OMol25 structures with the same formula, charge and spin: 60.57 kcal/mol.

Geometry (Å):
C -0.3792 -0.6202 -1.4900
C 0.7086 -0.6752 -0.5038
C 0.3711 0.2875 0.7280
C -1.1018 0.4039 1.2031
C -1.6690 -1.0049 1.4869
N -2.5004 -1.3077 0.3364
N 2.1120 -0.2645 -1.2311
H -0.4849 0.3811 -1.9737
H -0.2974 -1.3707 -2.2258
H -1.3530 -0.6367 -1.0644
H 1.0115 -1.6663 -0.1720
H 1.1456 0.2655 1.4544
H 0.4670 1.3311 0.3097
H -1.3186 1.0131 2.0603
H -1.6749 0.8484 0.3818
H -2.3036 -0.8652 2.4672
H -1.0711 -1.8688 1.6873
H -3.1421 -0.6622 0.1198
H -2.7625 -2.3685 0.4048
H 2.0827 0.8168 -1.1385
H 2.9323 -0.4926 -0.6775
H 2.0876 -0.6686 -2.2079
H 1.3306 3.3533 -0.3496
H 2.4245 2.7923 0.6005
O 2.0084 2.5570 -0.2449


Below is a 3-piece molecular cluster, C5H17N2O2S overall, with properties calculated with the ωB97M-V functional and the def2-TZVPD basis.

For the calculated total energy, the calculation gives -858.80495 Ha. The charge is -2. Its spin multiplicity is 2. The value obtained for the orbital gap (alpha / beta) is 2.07 / 6.32 eV. Its HOMO energy (alpha / beta) is 3.57 / -0.75 eV. The calculation puts the lowest unoccupied orbital energy (alpha / beta) at 0.2074 / 0.2046 Eh. As for the energy above the lowest of the compared OMol25 structures with the same formula, charge and spin: 0.00 kcal/mol.

Geometry (Å):
C -1.4737 1.6035 0.9420
N -0.4999 0.5823 1.2985
C 0.6744 0.5002 0.3899
C 1.1194 -0.9533 0.2008
S 2.2998 -1.2332 -1.1917
C 1.8164 1.3448 0.9329
C -2.3158 1.2181 -0.2695
N -2.9586 -0.0970 -0.1954
H -0.9988 2.5818 0.7637
H -2.1456 1.7424 1.7959
H -0.1602 0.7715 2.2396
H 0.3853 0.8771 -0.5921
H 0.2441 -1.5823 0.0255
H 1.5986 -1.3073 1.1211
H 2.1348 0.9702 1.9084
H 2.6574 1.3178 0.2376
H 1.5167 2.3879 1.0650
H -3.1014 1.9704 -0.3806
H -1.7031 1.2362 -1.1715
H -2.2502 -0.8180 -0.2725
H -3.3840 -0.2159 0.7169
H -0.4465 -2.4357 2.0828
H -1.2387 -1.1574 1.9403
O -1.2391 -2.0139 2.4283
H 1.5862 0.3186 -2.9050
H 0.3287 -0.3354 -3.3611
O 0.8264 0.4853 -3.4978


Below is a 3-piece molecular cluster, C5H17N2O3 overall in a non-equilibrium geometry, with properties calculated with the ωB97M-V functional and the def2-TZVPD basis.

For the calculated total energy, the calculation gives -535.68468 Ha. The charge is +1. The value obtained for the orbital gap is 11.03 eV. Its HOMO energy is -13.86 eV. The calculation puts the lowest unoccupied orbital energy at -0.1040 Eh. As for the energy above the lowest of the compared OMol25 structures with the same formula, charge and spin: 34.75 kcal/mol.

Geometry (Å):
C 1.5009 1.0473 -1.9373
O 2.1511 -0.2263 -1.9372
C 0.4717 1.0795 -0.7831
C -0.9424 0.5142 -0.8535
C -1.1639 -1.0204 -1.0856
N 1.2088 -2.2018 0.2859
C 0.0674 -2.0088 0.9128
N -1.0282 -1.7168 0.2120
H 0.9704 1.1126 -2.8727
H 2.1781 1.9223 -1.9491
H 2.1984 -0.6394 -2.8078
H 0.3717 2.0849 -0.3654
H 0.9171 0.6451 0.1381
H -1.3532 0.7631 0.1262
H -1.4731 1.1197 -1.6250
H -0.5165 -1.4458 -1.8632
H -2.1136 -1.2545 -1.5651
H 2.0222 -2.6453 0.6904
H 1.5497 -1.5401 -0.4753
H -0.0665 -2.0872 1.9870
H -1.8141 -1.4017 0.7686
H -1.1707 -0.8072 3.1154
H 0.0189 -0.6464 4.0956
O -0.2055 -0.7596 3.1513
H -0.6827 3.8389 1.7229
H -2.0132 3.2826 1.4250
O -1.0827 2.9909 1.4889


Below is a 3-piece molecular cluster, C5H17N4 overall in a non-equilibrium geometry, with properties calculated with the ωB97M-V functional and the def2-TZVPD basis.

For the calculated total energy, the calculation gives -419.25756 Ha. The charge is +1. The value obtained for the orbital gap is 7.03 eV. Its HOMO energy is -12.25 eV. The calculation puts the lowest unoccupied orbital energy at -0.1920 Eh. As for the energy above the lowest of the compared OMol25 structures with the same formula, charge and spin: 109.74 kcal/mol.

Geometry (Å):
C -1.0907 -1.1261 1.6278
C -2.2809 -0.3655 -0.2579
C 1.4837 1.5507 -2.0183
C 0.5844 2.3889 0.1011
C 0.7272 -1.0395 -0.9576
N 1.2559 -2.3354 2.2290
N -1.3502 -0.0483 0.7515
N 0.3526 0.0849 -0.5674
N 0.8420 1.2309 -0.7017
H -0.1511 -1.7622 1.2749
H -0.6917 -0.7818 2.5394
H -1.7977 -2.0428 1.8138
H -2.0152 -1.3633 -0.7853
H -3.3052 -0.4750 0.1793
H -2.3096 0.4564 -1.0050
H 2.1131 0.7425 -2.0990
H 0.6623 1.5140 -2.6536
H 2.0295 2.5152 -1.8784
H 1.4464 3.0125 0.2900
H -0.1648 3.0494 -0.2752
H 0.0317 2.0450 1.0427
H 0.2070 -1.9545 -0.7426
H 1.7511 -1.2489 -1.4768
H 1.8287 -2.5021 1.4064
H 1.0329 -3.2510 2.6007
H 1.8231 -1.8840 2.9678


Below is C5H17N5O2 as an isolated structure in a non-equilibrium geometry, with properties calculated with the ωB97M-V functional and the def2-TZVPD basis.

For the calculated total energy, the calculation gives -624.38083 Ha. The charge is +2. The value obtained for the orbital gap is 8.64 eV. Its HOMO energy is -14.51 eV. The calculation puts the lowest unoccupied orbital energy at -0.2157 Eh. As for the energy above the lowest of the compared OMol25 structures with the same formula, charge and spin: 0.00 kcal/mol.

Geometry (Å):
C 0.5964 -1.0065 0.3660
C 0.0889 0.2265 0.4883
C 2.5617 -3.1196 2.6218
C 1.6619 -2.8003 1.4801
C -1.1574 2.5134 -0.3344
N 1.3066 -3.7140 0.6198
N -1.7156 2.6030 0.8325
N -0.9512 3.2534 -1.3021
N -0.3916 -3.7816 -1.4304
N -1.5862 5.7565 -1.9448
O 1.3078 -1.5569 1.4206
O -0.5462 0.7736 -0.5245
H 0.5194 -1.5623 -0.5526
H 0.2057 0.7784 1.4187
H 2.3315 -2.4875 3.4760
H 2.4937 -4.1653 2.9092
H 3.5937 -2.9094 2.3310
H 1.6502 -4.6508 0.7706
H 0.6139 -3.6192 -0.2069
H -1.8298 1.7786 1.4062
H -2.1277 3.4614 1.1673
H -1.3583 4.7239 -1.6360
H -0.4354 2.8617 -2.0791
H 0.1143 -4.2255 -2.1932
H -1.1175 -4.4327 -1.1404
H -0.8616 -2.9684 -1.8176
H -2.1644 5.7532 -2.7908
H -2.0876 6.2600 -1.2086
H -0.7152 6.2566 -2.1466


Below is a 3-piece molecular cluster, C5H17NO2 overall in a non-equilibrium geometry, with properties calculated with the ωB97M-V functional and the def2-TZVPD basis.

For the calculated total energy, the calculation gives -405.86260 Ha. The charge is -1. Its spin multiplicity is 2. The value obtained for the orbital gap (alpha / beta) is 2.48 / 9.65 eV. Its HOMO energy (alpha / beta) is 1.20 / -6.06 eV. The calculation puts the lowest unoccupied orbital energy (alpha / beta) at 0.1353 / 0.1322 Eh. As for the energy above the lowest of the compared OMol25 structures with the same formula, charge and spin: 26.76 kcal/mol.

Geometry (Å):
C 1.1909 1.2787 1.3290
C -0.1483 0.5845 1.1494
C -0.1529 -0.7378 0.3570
C -1.5424 -0.8499 -0.2730
C 0.0730 -1.8249 1.4165
N 1.3622 2.2080 0.1992
H 1.2787 1.8492 2.2562
H 2.0357 0.5899 1.3149
H -0.7671 1.3151 0.6108
H -0.7961 0.4884 2.0287
H 0.7089 -0.8352 -0.2975
H -1.9432 -1.8694 -0.3062
H -2.2015 -0.2418 0.3464
H -1.6654 -0.6073 -1.3288
H 0.1382 -2.8237 0.9830
H 0.9888 -1.6409 1.9813
H -0.7382 -1.8889 2.1485
H 1.0761 3.1531 0.3940
H 2.2653 2.2058 -0.2559
H -0.7236 1.7618 -1.3480
H -1.9659 1.2640 -2.0407
O -1.1016 1.6412 -2.2340
H 1.6895 -1.7328 -2.8440
H 0.1503 -1.7094 -2.4403
O 0.7888 -1.5776 -3.1464


Below is a 3-piece molecular cluster, C5H17NO2 overall in a non-equilibrium geometry, with properties calculated with the ωB97M-V functional and the def2-TZVPD basis.

For the calculated total energy, the calculation gives -405.59022 Ha. The charge is +1. Its spin multiplicity is 2. The value obtained for the orbital gap (alpha / beta) is 11.94 / 7.63 eV. Its HOMO energy (alpha / beta) is -14.84 / -14.86 eV. The calculation puts the lowest unoccupied orbital energy (alpha / beta) at -0.1066 / -0.2658 Eh. As for the energy above the lowest of the compared OMol25 structures with the same formula, charge and spin: 21.77 kcal/mol.

Geometry (Å):
C -0.8543 -2.2056 -0.3039
N -0.3011 -1.0213 -0.9354
C 1.1300 -1.0163 -1.0645
C -0.7494 0.8330 0.6999
C -0.9928 0.3003 -0.8115
C -0.5104 1.2196 -1.8931
H -1.9017 -2.3171 -0.6336
H -0.2877 -3.0640 -0.7014
H -0.9433 -2.2890 0.7768
H 1.5113 -0.8120 -2.0939
H 1.6374 -1.9301 -0.8441
H 1.6792 -0.2617 -0.4795
H -1.1598 1.8200 0.9597
H 0.3285 0.7729 0.7890
H -1.1906 0.0604 1.3564
H -2.0678 0.0546 -0.8836
H -1.0174 2.1711 -1.7099
H 0.5820 1.2911 -1.6776
H -0.6056 0.7816 -2.8729
H -0.8480 -0.6502 3.5323
H 0.7080 -0.2848 3.0045
O -0.1822 -0.0348 3.2274
H 1.8447 2.4963 0.1440
H 1.7910 1.8718 1.5371
O 2.4001 2.2142 0.8777


Below is C5H18CdNO as an isolated structure in a non-equilibrium geometry, with properties calculated with the ωB97M-V functional and the def2-TZVPD basis.

For the calculated total energy, the calculation gives -498.83757 Ha. The charge is -1. The value obtained for the orbital gap (alpha / beta) is 3.09 / 3.09 eV. Its HOMO energy (alpha / beta) is 0.32 / 0.32 eV. The calculation puts the lowest unoccupied orbital energy (alpha / beta) at 0.1253 / 0.1254 Eh. As for the energy above the lowest of the compared OMol25 structures with the same formula, charge and spin: 0.00 kcal/mol.

Geometry (Å):
C 3.4587 -1.5992 -1.3342
Cd 1.4465 -1.1277 -0.6590
N -0.2352 -2.4935 -1.4704
H 2.4498 0.3477 1.1899
H 2.6468 -0.3390 1.4777
H 4.2564 -1.1196 -0.7442
H 3.5538 -1.2538 -2.3727
H 3.6126 -2.6904 -1.3162
H -0.8450 -1.8978 -2.0243
H -0.7792 -2.8579 -0.6831
H 0.0898 -3.2800 -2.0363
C -2.3481 2.0284 -0.5654
C -0.9179 1.5128 -0.5972
O -0.7153 0.2212 0.0279
C -1.2942 0.1395 1.3560
C -0.5802 1.0005 2.3760
H -3.0532 1.4016 -1.1251
H -2.3503 3.0081 -1.0475
H -2.7330 2.1775 0.4501
H -0.5679 1.3762 -1.6276
H -0.2369 2.2217 -0.0985
H -2.3237 0.4727 1.2116
H -1.2959 -0.9273 1.6232
H -0.8149 2.0628 2.2468
H -0.9345 0.7505 3.3784
H 0.5109 0.8650 2.3639


- What is the formula in the first record?
  C5H17N2O


- Which value of calculated total energy does entry 7 give?
  -624.38083 Ha